Entry from OMol25: a cluster of 3 separate species, H7O3 in total in a non-equilibrium geometry (ωB97M-V with the def2-TZVPD basis set).

For the maximum force, the calculation gives 3.62 eV/Å. The calculated total energy comes out at -6248.2027 eV. The net charge is +1. For the LUMO energy, the calculation gives -3.86 eV. The energy above the lowest of the compared OMol25 structures with the same formula, charge and spin comes out at 1.2177 eV. Its spin multiplicity is 1.

```
10
H7O3, DFT ωB97M-V with the def2-TZVPD basis set
O -0.80 -1.85 0.79
O 0.22 2.14 -0.23
O 0.73 -0.28 -0.53
H 1.10 -0.58 -1.39
H 0.17 -1.06 -0.07
H -1.36 -1.28 1.22
H -0.15 2.88 0.34
H 0.80 0.79 -0.61
H -0.59 1.91 -0.61
H -1.15 -2.75 0.83
```

Löwdin charges, unit e, in atom order: atom 1 (O): 0.057, atom 2 (O): 0.007, atom 3 (O): 0.137, atom 4 (H): 0.172, atom 5 (H): 0.123, atom 6 (H): 0.046, atom 7 (H): 0.152, atom 8 (H): 0.144, atom 9 (H): 0.038, atom 10 (H): 0.124